# 1
{"formula": "C10H16", "method": "ωB97M-V with the def2-TZVPD basis set", "elements": ["C", "C", "H", "H", "H", "H", "H", "H", "C", "C", "C", "C", "C", "C", "C", "C", "H", "H", "H", "H", "H", "H", "H", "H", "H", "H"], "positions_angstrom": [[-0.40, -2.37, 2.12], [0.51, -3.01, 1.16], [0.13, -2.33, 3.09], [-0.83, -1.34, 1.95], [-1.34, -2.95, 2.31], [1.44, -3.27, 1.69], [0.78, -2.53, 0.20], [0.29, -4.05, 1.03], [-1.61, 1.48, -1.33], [-1.16, 2.15, -2.60], [-0.35, 1.18, -0.57], [-0.28, 1.49, 0.74], [0.48, 0.30, -1.19], [0.87, 1.24, 1.42], [1.74, 0.09, -0.54], [1.94, 0.56, 0.70], [-2.21, 2.26, -0.76], [-2.11, 0.44, -1.53], [-0.95, 3.27, -2.67], [-1.11, 2.12, 1.18], [0.37, -0.04, -2.21], [0.83, 1.43, 2.50], [2.41, -0.28, -1.15], [2.91, 0.58, 1.00], [-2.03, 1.96, -3.40], [-0.33, 1.62, -3.11]], "mulliken_charge": [-0.6760, -0.8521, 0.2302, 0.1476, 0.3134, 0.2839, 0.1828, 0.3799, -0.3717, -1.0305, 0.8818, -0.6429, -0.3534, -0.4349, -0.9035, -0.6370, 0.2893, 0.2333, 0.2819, 0.1842, 0.4008, 0.3492, 0.6297, 0.5267, 0.2713, 0.3159], "orbital_gap_ev": 9.81, "homo_ev": -8.905, "lumo_energy_ev": 0.9, "charge": 0, "smiles": "CCc1ccccc1.CC", "relative_energy_ev": 2.615}

***

# 2
{"formula": "C17H25F3N4O3", "method": "ωB97M-V with the def2-TZVPD basis set", "elements": ["C", "C", "C", "N", "C", "O", "C", "C", "N", "N", "C", "C", "C", "N", "C", "C", "C", "C", "F", "F", "F", "C", "C", "C", "O", "O", "C", "H", "H", "H", "H", "H", "H", "H", "H", "H", "H", "H", "H", "H", "H", "H", "H", "H", "H", "H", "H", "H", "H", "H", "H", "H"], "positions_angstrom": [[-2.64, 3.39, -1.37], [-3.70, 2.46, -0.80], [-3.55, 1.02, -1.28], [-2.32, 0.41, -0.82], [-1.29, 0.13, -1.65], [-1.27, 0.43, -2.83], [-0.08, -0.61, -1.04], [-0.17, -2.08, -1.32], [-1.34, -2.69, -1.45], [-1.02, -3.98, -1.64], [0.32, -4.19, -1.65], [0.92, -2.97, -1.44], [2.37, -2.63, -1.37], [0.28, -0.39, 0.36], [-0.48, -1.07, 1.40], [0.36, -1.20, 2.66], [0.77, 0.19, 3.13], [1.63, 0.13, 4.37], [2.78, -0.53, 4.16], [1.95, 1.35, 4.82], [0.99, -0.50, 5.38], [1.48, 0.95, 2.02], [0.62, 0.97, 0.75], [1.36, 1.69, -0.37], [0.89, 2.59, -1.01], [2.57, 1.17, -0.59], [3.28, 1.75, -1.70], [-2.76, 4.41, -1.01], [-1.63, 3.06, -1.11], [-2.69, 3.41, -2.46], [-3.67, 2.48, 0.30], [-4.70, 2.81, -1.08], [-4.39, 0.41, -0.94], [-3.53, 0.99, -2.37], [-2.29, 0.02, 0.11], [0.76, -0.24, -1.64], [-1.75, -4.65, -1.78], [0.74, -5.17, -1.80], [2.98, -3.53, -1.30], [2.69, -2.08, -2.26], [2.58, -2.00, -0.51], [-1.40, -0.53, 1.68], [-0.77, -2.05, 1.03], [-0.21, -1.72, 3.43], [1.25, -1.79, 2.44], [-0.13, 0.74, 3.43], [1.70, 1.97, 2.33], [2.43, 0.46, 1.79], [-0.28, 1.57, 0.93], [4.22, 1.21, -1.76], [2.70, 1.63, -2.62], [3.45, 2.81, -1.53]], "mulliken_charge": [-0.9105, -0.4138, -1.0223, 0.2029, -0.1615, -0.6959, 1.4027, -0.3841, -0.5554, -0.1374, -0.8419, 0.2653, -1.1369, 0.8766, -0.7794, -1.2445, 0.3825, 0.7106, -0.2788, -0.2833, -0.2864, -1.3963, 0.9158, -0.3775, -0.5973, -0.2817, -0.8046, 0.3860, 0.0858, 0.3060, 0.2842, 0.3645, 0.4002, 0.4131, 0.1831, 0.0748, 0.1712, 0.5065, 0.3995, 0.2275, 0.1786, 0.4181, 0.3530, 0.3734, 0.4177, 0.2169, 0.4498, 0.3671, 0.3432, 0.2582, 0.3460, 0.3088], "orbital_gap_ev": 9.39, "homo_ev": -8.721, "lumo_energy_ev": 0.7, "charge": 0, "smiles": "CCCNC(=O)[C@H](c1n[nH]cc1C)N1CC[C@@H](C(F)(F)F)C[C@H]1C(=O)OC", "relative_energy_ev": 0.313}

***

# 3
{"formula": "C3H2LiMgO3", "method": "ωB97M-V with the def2-TZVPD basis set", "elements": ["C", "C", "O", "C", "O", "O", "Mg", "H", "H", "Li"], "positions_angstrom": [[-1.17, 0.09, -0.56], [-0.22, 0.16, 0.48], [0.96, 0.70, 0.23], [2.13, -0.15, 0.12], [1.97, -1.30, -0.14], [-2.32, -0.36, -0.40], [3.95, 0.84, 0.71], [-0.45, -0.16, 1.50], [-0.75, 0.21, -1.58], [-4.10, -0.03, -0.37]], "lowdin_spin": [0.1279, 0.4403, 0.1330, 0.0313, 0.0098, 0.2363, 0.0059, 0.0144, 0.0001, 0.0010], "multiplicity": 2, "orbital_gap_ev": [6.26, 7.40], "homo_ev": [-16.411, -17.611], "lumo_energy_ev": [-10.2, -10.2], "s_squared": 0.76, "charge": 2, "relative_energy_ev": 0.000}

***

# 4
{"formula": "C52H49ClN6O3TeTi", "method": "ωB97M-V with the def2-TZVPD basis set", "elements": ["Ti", "C", "C", "C", "C", "C", "N", "C", "C", "C", "C", "C", "C", "C", "N", "C", "C", "C", "N", "C", "C", "N", "C", "C", "C", "N", "H", "H", "H", "H", "H", "H", "H", "H", "H", "H", "H", "H", "H", "H", "H", "H", "H", "H", "Cl", "C", "C", "C", "C", "O", "C", "C", "O", "C", "H", "H", "H", "H", "C", "C", "C", "C", "C", "C", "Te", "N", "C", "O", "C", "C", "C", "C", "C", "C", "C", "C", "C", "C", "C", "C", "C", "C", "C", "C", "C", "C", "H", "H", "H", "H", "H", "H", "H", "H", "H", "H", "H", "H", "H", "H", "H", "H", "H", "H", "H", "H", "H", "H", "H", "H", "H", "H", "H"], "positions_angstrom": [[-1.16, -1.59, -0.23], [-0.73, -1.80, 7.06], [-1.03, -2.11, 5.58], [-1.09, -3.43, 5.06], [-1.32, -3.65, 3.72], [-1.29, -2.59, 2.74], [-1.33, -2.86, 1.41], [-1.39, -4.18, 0.97], [-0.38, -5.08, 1.10], [-0.47, -6.37, 0.64], [-1.60, -6.85, 0.02], [-1.65, -8.29, -0.55], [-2.67, -5.94, -0.22], [-2.54, -4.67, 0.28], [-3.61, -3.75, 0.09], [-4.85, -3.76, 0.54], [-5.38, -2.49, 0.38], [-4.34, -1.72, -0.16], [-3.27, -2.45, -0.28], [-1.18, -1.29, 3.29], [-1.16, -1.08, 4.66], [-1.25, -0.13, 2.44], [-0.93, 1.10, 2.81], [-1.47, 1.97, 1.87], [-2.18, 1.14, 0.99], [-2.01, -0.11, 1.33], [-0.07, -2.52, 7.53], [-1.65, -1.87, 7.64], [-0.28, -0.85, 7.22], [-1.07, -4.24, 5.80], [-1.51, -4.64, 3.28], [0.60, -4.82, 1.57], [0.40, -7.00, 0.70], [-0.67, -8.83, -0.59], [-2.05, -8.16, -1.58], [-2.35, -8.91, -0.03], [-3.59, -6.25, -0.70], [-5.27, -4.63, 0.98], [-6.37, -2.16, 0.65], [-4.31, -0.70, -0.46], [-0.93, -0.09, 5.05], [-0.26, 1.20, 3.60], [-1.37, 3.02, 1.91], [-2.77, 1.39, 0.16], [-3.47, 2.27, -6.47], [-3.11, 1.41, -5.01], [-2.83, 2.20, -3.88], [-2.39, 1.56, -2.74], [-2.22, 0.17, -2.62], [-1.84, -0.38, -1.51], [-2.49, -0.57, -3.77], [-2.46, -2.02, -3.87], [-2.09, -2.79, -3.02], [-2.94, 0.07, -4.93], [-2.91, 3.27, -3.91], [-2.16, 2.22, -1.93], [-2.73, -2.36, -4.87], [-3.20, -0.50, -5.84], [4.42, 4.90, -5.78], [3.77, 4.38, -4.55], [2.97, 3.25, -4.65], [2.42, 2.69, -3.52], [1.45, 1.58, -3.78], [2.70, 3.23, -2.24], [2.21, 2.10, -0.52], [0.26, -2.43, -1.04], [1.07, -2.07, -0.05], [0.72, -1.02, 0.61], [2.30, -2.83, 0.46], [2.73, -2.70, 1.81], [3.92, -3.24, 2.22], [4.66, -4.03, 1.34], [4.20, -4.27, 0.05], [3.06, -3.60, -0.40], [1.25, 3.73, 0.44], [0.38, 4.66, -0.16], [0.08, 4.55, -1.63], [-0.24, 5.60, 0.61], [-0.05, 5.55, 2.00], [-0.78, 6.38, 3.02], [0.76, 4.59, 2.56], [1.41, 3.67, 1.84], [2.30, 2.71, 2.57], [3.45, 4.33, -2.08], [3.97, 4.95, -0.83], [3.98, 4.89, -3.29], [4.52, 5.97, -5.79], [3.83, 4.62, -6.66], [5.42, 4.48, -6.01], [2.94, 2.78, -5.60], [1.16, 1.50, -4.82], [0.55, 1.66, -3.18], [1.88, 0.57, -3.41], [2.12, -2.13, 2.47], [4.20, -3.17, 3.26], [5.54, -4.51, 1.69], [4.78, -4.85, -0.60], [2.75, -3.63, -1.43], [-0.38, 3.60, -1.84], [0.94, 4.69, -2.30], [-0.70, 5.23, -1.95], [-0.93, 6.32, 0.10], [-1.58, 6.98, 2.54], [-0.16, 7.06, 3.56], [-1.22, 5.73, 3.78], [0.92, 4.53, 3.67], [2.45, 3.00, 3.62], [3.30, 2.71, 2.04], [1.93, 1.69, 2.59], [4.52, 5.88, -0.97], [4.74, 4.30, -0.36], [3.20, 5.08, -0.13], [4.55, 5.82, -3.16]], "mulliken_charge": [-0.5715, -1.7091, 0.6603, -1.1149, -1.0503, 0.3705, 1.3067, -0.9939, 0.4469, -1.1445, 0.7477, -1.4834, -0.5490, -0.0676, -0.1342, 0.1117, -1.6342, -0.0694, 0.5739, 0.8940, -0.2418, 0.4409, -0.2937, -1.3718, -0.9546, -0.5014, 0.3937, 0.3403, 0.3782, 0.3519, 0.4624, 0.4914, 0.3578, 0.3433, 0.3476, 0.3207, 0.4794, 0.4956, 0.4151, 0.3899, 0.3377, 0.6747, 0.7298, 0.9084, -0.2471, -0.1261, -0.6914, -0.2402, -0.6377, 1.2064, 1.8558, -0.4570, -0.3947, -1.1476, 0.4744, 0.0196, 0.1998, 0.2915, -1.5792, 0.4547, -0.9334, 0.9447, -1.2622, -0.6612, 0.7410, -0.3616, 0.6116, -0.2657, 0.1209, -0.0634, -0.8728, -0.3570, -1.0382, 0.0284, 0.4816, 1.3758, -1.5264, -0.9911, 0.7694, -1.7372, -0.8480, 1.0456, -2.1205, 1.4601, -1.5183, -0.9564, 0.3933, 0.3844, 0.2858, 0.4390, 0.4318, -0.0069, 0.2505, 0.5047, 0.3933, 0.4176, 0.5176, 0.4377, 0.0166, 0.1335, 0.5036, 0.3163, 0.3803, 0.3739, 0.3506, 0.1945, 0.4299, 0.4889, 0.1840, 0.4016, 0.2840, 0.2509, 0.3105], "orbital_gap_ev": [7.27, 7.27], "homo_ev": [-7.088, -7.088], "lumo_energy_ev": [0.2, 0.2], "charge": 0, "relative_energy_ev": 0.000}